ORCA calculation (ωB97M-V with the def2-TZVPD basis set) on a structure of composition C4H9CoO4.

Summary:
net charge	+1
multiplicity	6
LUMO level (alpha / beta)	-4.01 / -7.80	eV
largest force on an atom	0.1077	Eh/bohr
Kohn-Sham gap (alpha / beta)	10.49 / 6.80	eV
ΔE to the lowest compared entry with this formula, charge and spin	15.2	kcal per mole
total energy	-1841.0446	a.u.
expectation value of S²	8.772

Structure (XYZ):
```
18
Properties=species:S:1:pos:R:3:forces:R:3
C 0.8976 0.4542 -2.7282 0.3 -0.8 0.1
O 0.4858 1.3202 -1.6968 -1.7 -0.7 3.4
H 1.3573 1.0546 -3.5201 -0.2 -0.1 0.3
H 1.6061 -0.2855 -2.3239 0.0 0.2 -0.3
H 0.0317 -0.0991 -3.1255 0.1 0.2 0.0
O -0.5688 -1.0295 3.4913 1.6 0.0 -0.3
O -2.0904 -0.1357 0.5247 0.1 0.1 -0.2
C -1.5233 0.0940 -0.6392 -0.5 0.1 -1.2
C 0.0507 0.7197 -0.3945 1.4 1.4 -5.2
O 0.6338 -0.7196 1.5740 0.2 -0.5 2.3
C 0.6749 -0.6551 2.9833 -0.8 0.1 -0.6
Co -1.1884 -1.2163 1.7501 -0.8 -0.1 0.3
H -2.0044 0.8820 -1.2419 0.1 -0.2 0.3
H -1.2810 -0.8043 -1.2390 -0.1 0.2 0.1
H -0.1174 1.6023 0.2347 0.6 -0.8 0.3
H 0.6272 -0.2163 -0.3026 -0.1 1.1 0.7
H 1.4672 -1.3455 3.3542 -0.1 0.1 0.0
H 0.9414 0.3799 3.2997 0.0 -0.3 0.0
```
Forces are in eV/Å.

=====

ORCA calculation (ωB97M-V with the def2-TZVPD basis set) on a structure of composition C4H9CsO3.

Summary:
net charge	+1
multiplicity	2
LUMO level (alpha / beta)	-3.64 / -4.41	eV
largest force on an atom	0.0179	Eh/bohr
Kohn-Sham gap (alpha / beta)	8.31 / 7.55	eV
total energy	-403.3872	a.u.
expectation value of S²	0.754

Structure (XYZ):
```
17
Properties=species:S:1:pos:R:3:forces:R:3
O -0.4772 0.7840 1.5112 -0.1 0.5 0.0
C -0.4705 -0.5179 1.1608 0.2 -0.5 0.4
C -0.8153 -0.8225 -0.2875 -0.1 0.1 -0.2
C -0.8532 -2.3211 -0.5883 -0.3 0.0 -0.2
C 0.5069 -2.9495 -0.6974 0.4 -0.7 0.5
O 0.8004 -4.0267 -0.2329 -0.2 0.7 -0.3
H 2.5740 4.5875 0.1009 -0.4 0.5 -0.3
H -1.1001 -1.0817 1.8895 0.0 0.1 -0.3
H 0.5445 -0.8893 1.4582 -0.2 0.0 -0.2
H -0.0880 -0.3167 -0.9416 -0.2 -0.1 0.1
H -1.8057 -0.4006 -0.5087 0.3 0.0 0.1
H -1.4545 -2.8723 0.1480 0.2 0.1 -0.2
H 1.2733 -2.3502 -1.2422 -0.1 -0.1 0.0
H -1.3270 -2.4650 -1.5740 0.1 0.0 0.2
Cs -1.2153 5.0420 1.1001 0.2 -0.1 -0.1
O 1.8420 5.1597 -0.2013 0.1 -0.4 0.4
H 2.0656 5.4404 -1.0947 0.2 -0.1 0.0
```
Forces are in eV/Å.

=====

ORCA calculation (ωB97M-V with the def2-TZVPD basis set) on an isolated molecule of C4H9FN2S.

Summary:
net charge	0
LUMO level	0.83	eV
largest force on an atom	0.0473	Eh/bohr
Kohn-Sham gap	9.32	eV
ΔE to the lowest compared entry with this formula, charge and spin	35.7	kcal per mole
total energy	-765.3257	a.u.
SMILES	N[C@@H]1[C@H](S)[C@@]1(N)CF

Structure (XYZ):
```
17
Properties=species:S:1:pos:R:3:forces:R:3
N 1.8020 -0.9679 -0.0235 0.3 -0.8 -0.6
C 0.4139 -1.0308 0.2613 0.2 1.4 -0.9
C -0.5587 -0.7666 -0.9027 -0.9 0.3 0.3
S 0.1490 -0.4246 -2.4854 -0.2 0.0 -0.9
C -0.3343 0.3099 0.1197 0.8 -1.4 0.5
N 0.3322 1.4928 -0.2813 1.1 0.7 -0.1
C -1.3526 0.5419 1.1949 -0.4 2.3 -0.8
F -2.0016 -0.6093 1.4708 -0.6 -0.9 0.6
H 2.3402 -0.4018 0.5998 0.2 0.0 0.4
H 2.2596 -1.8603 -0.2352 -0.4 0.7 0.3
H 0.0732 -1.6746 1.0333 -0.4 -0.6 0.5
H -1.5551 -1.2452 -0.8694 0.8 0.1 -0.1
H -0.2531 0.8680 -2.6738 0.0 -0.6 0.4
H 1.3151 1.3350 -0.5783 -1.1 0.0 0.3
H 0.3244 2.1969 0.4491 0.1 -0.1 0.0
H -2.1336 1.2939 0.8271 1.0 -0.8 0.6
H -0.8205 0.9425 2.0935 -0.6 -0.4 -0.4
```
Forces are in eV/Å.

=====

ORCA calculation (ωB97M-V with the def2-TZVPD basis set) on a cluster of 2 separate species, C4H9FSi in total.

Summary:
net charge	0
LUMO level	0.85	eV
largest force on an atom	0.0810	Eh/bohr
Kohn-Sham gap	11.59	eV
ΔE to the lowest compared entry with this formula, charge and spin	51.0	kcal per mole
total energy	-547.0960	a.u.
SMILES	CC[SiH2]F.C#C

Structure (XYZ):
```
15
Properties=species:S:1:pos:R:3:forces:R:3
C -0.5146 -1.4005 1.4871 1.1 -1.3 0.2
C 0.3378 -0.4182 0.6939 -2.2 -1.0 -2.3
Si 1.7207 -1.2239 -0.2386 -2.2 -3.2 1.6
F 1.6524 -2.9473 0.1355 0.3 3.1 -0.9
H 0.1533 -1.9813 2.1409 -0.6 0.1 0.2
H -1.2200 -0.8412 2.0194 -1.0 0.7 1.3
H -1.1272 -2.1466 0.9386 0.8 0.5 -0.3
H 0.6907 0.4188 1.2042 0.6 1.2 1.6
H -0.4223 0.0360 0.0013 1.0 -0.2 0.0
H 1.2880 -1.0177 -1.5733 0.6 -0.2 -1.4
H 2.9011 -0.7177 0.3285 1.6 0.3 0.0
C -1.3407 3.6539 -1.6781 -0.2 -1.4 0.2
C -1.5357 2.4960 -1.9892 0.9 2.1 0.6
H -1.1307 4.6153 -1.2336 -0.3 -0.4 -0.5
H -1.4526 1.4744 -2.2367 -0.4 -0.4 -0.2
```
Forces are in eV/Å.

=====

ORCA calculation (ωB97M-V with the def2-TZVPD basis set) on a structure of composition C4H9IN.

Summary:
net charge	+1
LUMO level	-5.98	eV
largest force on an atom	0.0882	Eh/bohr
Kohn-Sham gap	7.51	eV
ΔE to the lowest compared entry with this formula, charge and spin	77.1	kcal per mole
total energy	-509.8806	a.u.

Structure (XYZ):
```
15
Properties=species:S:1:pos:R:3:forces:R:3
C 0.6105 -0.8231 -1.0174 1.9 1.0 0.1
C 0.2621 -0.6545 0.3643 0.1 -3.1 3.3
C 0.6998 0.0425 1.5543 1.8 1.1 3.0
C -0.8265 1.3964 -0.8879 -0.5 -2.6 -0.4
N -0.5932 -0.0622 -0.5542 0.6 1.8 -1.8
I -0.6840 -3.0225 1.2989 0.7 2.4 -1.1
H 1.4366 -0.2433 -1.4528 -0.5 0.0 0.2
H 0.4608 -1.7830 -1.4238 -0.5 -0.8 -0.7
H -0.1867 0.3960 2.1757 1.0 -0.7 -0.8
H 1.2962 1.0219 1.3702 -0.7 -1.6 -0.1
H 1.3522 -0.6716 2.2415 -1.3 1.7 -1.6
H -1.2255 1.2666 -1.8869 -0.8 0.9 0.1
H -1.3252 1.8714 -0.0870 -1.4 0.3 0.4
H 0.0636 1.8945 -0.9641 2.6 0.9 -0.3
H -1.3409 -0.6290 -0.7308 -3.1 -1.4 -0.5
```
Forces are in eV/Å.

=====

ORCA calculation (ωB97M-V with the def2-TZVPD basis set) on an isolated molecule of C4H9IN2O2S.

Summary:
net charge	0
LUMO level	-0.31	eV
largest force on an atom	0.0942	Eh/bohr
Kohn-Sham gap	8.92	eV
ΔE to the lowest compared entry with this formula, charge and spin	0.0	kcal per mole
total energy	-1113.5474	a.u.

Structure (XYZ):
```
19
Properties=species:S:1:pos:R:3:forces:R:3
C 0.5495 0.9105 -1.0891 0.5 -1.3 0.4
C 0.9189 -0.0538 0.0035 3.4 1.8 0.9
C 1.1874 -1.5224 -0.1246 -3.6 -0.7 -1.6
C 1.9294 0.4139 1.0847 -1.0 0.7 0.9
N -0.2479 0.7977 0.1154 -4.0 -2.7 0.2
N -2.9099 0.9413 0.1969 1.0 -1.2 0.8
O -1.8338 -0.6532 -1.4300 0.2 -0.8 0.7
O -2.0318 -1.1527 1.0566 1.3 0.0 -0.9
S -1.7808 -0.2576 -0.0444 0.4 2.5 -0.5
I -4.7559 0.1787 0.1283 -0.7 0.4 -0.1
H 1.0045 1.8201 -1.2321 1.3 2.3 0.8
H 0.3188 0.6773 -2.0968 -1.2 -1.5 -0.5
H 0.8826 -1.8820 0.8801 0.4 -0.8 -0.9
H 2.1949 -1.7423 -0.4327 0.5 0.3 0.5
H 0.5574 -1.9318 -0.9984 0.6 0.1 1.6
H 2.8153 0.7285 0.6330 1.5 1.0 -1.0
H 2.3375 -0.3790 1.7272 -0.9 -0.1 0.1
H 1.5067 1.2537 1.7102 0.5 -1.0 -0.7
H -2.6427 1.8530 -0.0879 -0.2 0.8 -0.6
```
Forces are in eV/Å.

=====

ORCA calculation (ωB97M-V with the def2-TZVPD basis set) on a cluster of 2 separate species, C4H9INO in total.

Summary:
net charge	+1
LUMO level (alpha / beta)	-5.64 / -5.64	eV
largest force on an atom	0.1157	Eh/bohr
Kohn-Sham gap (alpha / beta)	8.43 / 8.43	eV
ΔE to the lowest compared entry with this formula, charge and spin	110.2	kcal per mole
total energy	-585.0553	a.u.

Structure (XYZ):
```
16
Properties=species:S:1:pos:R:3:forces:R:3
C 0.4811 1.1507 1.6568 1.5 -1.2 0.5
C 0.3210 1.1887 -0.8993 1.4 -2.7 -0.3
C -0.6953 -1.8535 -1.2983 1.5 -1.0 3.3
C 0.4475 0.2586 0.4216 0.7 2.0 -0.4
N -0.5968 -0.6235 0.4036 -3.2 -3.0 -4.1
O -1.5225 -0.7381 1.0865 -0.1 0.3 1.2
I -1.0513 -3.7047 -0.3638 0.1 0.9 -0.6
H -0.1431 2.0406 1.6041 -0.4 -0.4 -0.1
H 0.2500 0.4882 2.5303 0.4 1.1 -0.4
H 1.5239 1.5325 1.6725 -0.6 -0.3 0.5
H 1.3153 0.9158 -1.4217 -1.7 1.6 0.5
H 0.1170 2.1406 -0.4696 0.6 1.0 -0.3
H -0.5345 0.9643 -1.5583 0.4 -0.3 0.3
H 0.3018 -1.7273 -1.6696 0.5 0.1 0.0
H -1.4408 -1.5207 -1.9428 -1.5 0.9 -0.6
H 1.2266 -0.5120 0.2480 0.6 1.0 0.4
```
Forces are in eV/Å.

=====

ORCA calculation (ωB97M-V with the def2-TZVPD basis set) on a structure of composition C4H9INO.

Summary:
net charge	+1
LUMO level	-3.88	eV
largest force on an atom	0.0806	Eh/bohr
Kohn-Sham gap	10.23	eV
ΔE to the lowest compared entry with this formula, charge and spin	44.9	kcal per mole
total energy	-585.1594	a.u.

Structure (XYZ):
```
16
Properties=species:S:1:pos:R:3:forces:R:3
C 0.4791 -1.1978 1.0412 -0.2 0.1 2.0
C -0.9223 -1.5386 -0.3581 -0.5 -1.0 -1.7
C 0.2197 -0.5350 -0.3357 0.2 0.8 -0.4
C 0.4350 2.0057 0.0938 0.4 1.1 -4.0
N -0.4005 0.8768 -0.3801 -0.8 -0.4 4.0
O -0.8352 -1.8029 1.0320 0.6 0.0 -0.7
I 1.9377 -0.5961 -1.6828 -1.0 0.0 0.4
H 1.2608 -1.9804 0.9321 -0.3 0.7 0.1
H 0.5610 -0.6673 2.0450 0.5 -0.1 -1.5
H -1.9346 -1.2938 -0.6530 -0.3 0.9 0.0
H -0.6838 -2.3135 -1.0956 0.3 -0.7 0.7
H 0.5177 2.1619 1.1098 0.2 -0.4 2.1
H 1.3460 2.0000 -0.4971 0.6 -0.5 0.7
H 0.0038 2.8821 -0.3700 -0.6 0.5 0.4
H -0.8182 1.1344 -1.2708 0.0 -0.5 -0.2
H -1.1663 0.8647 0.3892 0.8 -0.3 -1.9
```
Forces are in eV/Å.

=====

ORCA calculation (ωB97M-V with the def2-TZVPD basis set) on the ion C4H9INS with charge +1.

Summary:
net charge	+1
LUMO level	-4.94	eV
largest force on an atom	0.0888	Eh/bohr
Kohn-Sham gap	7.85	eV
ΔE to the lowest compared entry with this formula, charge and spin	24.2	kcal per mole
total energy	-908.1257	a.u.
SMILES	C/[N+](=C\I)CCS

Structure (XYZ):
```
16
Properties=species:S:1:pos:R:3:forces:R:3
C -0.7337 1.6878 0.4282 -4.6 -0.2 0.1
N -0.7164 0.3380 -0.1982 -2.0 0.6 0.1
C -1.7624 -0.4037 -0.3685 -0.2 2.5 1.2
I -3.6337 0.1241 0.4461 1.0 -0.5 -0.6
C 0.5819 -0.1035 -0.6977 -0.2 -1.0 -2.5
C 1.0764 -1.1015 0.3312 1.1 -1.8 -0.8
S 2.7734 -0.7655 0.8242 0.6 -0.2 0.4
H -1.3348 1.8361 1.3974 1.0 -1.0 -1.3
H 0.2426 1.9038 0.5870 2.8 1.3 0.3
H -1.3260 2.3261 -0.2926 1.2 -0.3 0.6
H -1.6315 -1.2226 -1.0125 -0.2 -1.3 -0.5
H 1.2424 0.8026 -0.9610 -1.0 -1.7 0.5
H 0.3402 -0.7697 -1.6059 0.6 1.7 0.8
H 0.4630 -0.9491 1.1909 0.0 -0.2 1.0
H 0.9103 -2.2061 -0.0232 0.4 2.1 0.7
H 3.5080 -1.4969 -0.0453 -0.5 0.1 0.0
```
Forces are in eV/Å.

=====

ORCA calculation (ωB97M-V with the def2-TZVPD basis set) on a cluster of 2 separate species, C4H9IO2Si in total.

Summary:
net charge	0
multiplicity	3
LUMO level (alpha / beta)	0.76 / -1.43	eV
largest force on an atom	0.1042	Eh/bohr
Kohn-Sham gap (alpha / beta)	7.79 / 8.17	eV
total energy	-895.3698	a.u.
expectation value of S²	2.013

Structure (XYZ):
```
17
Properties=species:S:1:pos:R:3:forces:R:3
C -2.4919 1.5412 1.6483 -4.6 1.1 -2.6
C -1.2773 1.4058 1.8831 3.9 -1.0 0.6
C 0.1595 -2.4329 0.9378 -2.9 -1.6 -1.2
C 2.2111 1.0270 -2.2212 -2.4 1.5 2.0
O 0.8061 -1.8140 -0.1226 0.4 -0.8 0.2
O 1.6474 0.0317 -1.4251 1.7 -0.3 -0.8
Si 0.3588 -0.3791 -0.6336 -1.0 1.3 0.0
I -1.5156 -0.2596 -2.2488 -0.4 -0.1 -0.2
H -3.1305 1.9895 2.4107 -0.4 -0.2 0.1
H -3.0061 1.4430 0.5805 1.2 0.0 2.2
H -0.5080 1.3455 2.6388 -0.2 0.3 -0.1
H 0.8602 -2.7729 1.6178 1.4 -0.9 1.3
H -0.4544 -3.2888 0.5016 0.9 0.7 0.8
H -0.5727 -1.8422 1.4888 0.0 0.6 -0.1
H 1.5812 1.2392 -3.0451 -0.2 -0.3 -1.5
H 3.2096 0.8242 -2.3718 2.0 -0.5 -0.9
H 2.1226 1.9424 -1.6390 0.5 0.4 0.1
```
Forces are in eV/Å.

=====

ORCA calculation (ωB97M-V with the def2-TZVPD basis set) on an isolated molecule of C4H9ISi.

Summary:
net charge	0
LUMO level	0.33	eV
largest force on an atom	0.0868	Eh/bohr
Kohn-Sham gap	9.72	eV
ΔE to the lowest compared entry with this formula, charge and spin	76.7	kcal per mole
total energy	-744.8740	a.u.
SMILES	ICC1C[SiH2]C1

Structure (XYZ):
```
15
Properties=species:S:1:pos:R:3:forces:R:3
I 0.8032 -1.4715 -3.3595 -0.7 0.5 0.6
C -0.6662 -0.5946 -2.0582 -2.2 -0.4 3.9
C -0.1626 -0.5798 -0.4486 2.3 1.6 0.6
C -0.7903 -0.2912 1.1495 1.5 0.5 -2.0
Si 0.8325 0.7788 1.4983 -1.4 -1.0 -1.9
C 0.7896 0.6438 -0.4286 0.5 0.9 1.9
H -1.6418 -1.1832 -1.9944 1.4 0.5 -1.0
H -0.9215 0.4921 -2.2380 0.6 -1.5 -0.4
H 0.5370 -1.3806 -0.1139 -0.8 -0.3 -1.2
H -1.6219 0.4301 1.2541 0.0 -1.0 -0.1
H -0.7705 -1.2552 1.6362 -1.1 0.0 0.4
H 0.7371 1.8690 2.4913 -0.1 0.2 -0.3
H 2.0687 0.0711 1.6905 0.6 -0.7 0.8
H 1.7710 0.6849 -0.8346 1.1 -1.1 -0.5
H 0.4148 1.4753 -0.9258 -1.6 1.7 -0.8
```
Forces are in eV/Å.

=====

ORCA calculation (ωB97M-V with the def2-TZVPD basis set) on a structure of composition C4H9InO3.

Summary:
net charge	+2
LUMO level (alpha / beta)	-8.69 / -12.18	eV
largest force on an atom	0.2211	Eh/bohr
Kohn-Sham gap (alpha / beta)	9.84 / 3.20	eV
total energy	-572.8056	a.u.

Structure (XYZ):
```
17
Properties=species:S:1:pos:R:3:forces:R:3
O 1.1617 0.0260 -0.0563 -9.8 -4.3 3.9
C -0.1931 0.2129 -0.2728 -1.5 0.6 -0.5
C -1.0018 -1.0401 0.0553 0.5 -0.1 0.7
C -2.4939 -0.8791 -0.2468 0.4 -0.5 -1.3
C -3.1662 0.1522 0.6101 -0.8 0.7 0.0
O -3.9423 0.9913 0.2090 1.0 -1.0 0.6
H 4.7718 -0.1794 0.7347 0.4 0.2 -0.2
H -0.4046 0.4954 -1.3244 0.2 -0.1 0.3
H -0.5787 1.0505 0.3466 0.3 -0.2 -0.1
H -0.8579 -1.2978 1.1170 0.0 0.0 -0.3
H -0.6109 -1.8836 -0.5326 -0.3 0.2 0.1
H -2.6768 -0.6444 -1.3051 -0.1 0.0 0.3
H -2.9212 0.0964 1.6972 -0.3 0.3 0.0
H -3.0081 -1.8302 -0.0231 -0.1 0.3 0.2
In 2.6765 0.5793 -0.5331 5.6 5.3 -5.7
O 4.4984 0.3535 -0.0419 4.1 -1.4 2.4
H 5.2639 0.5295 -0.6016 0.4 0.1 -0.2
```
Forces are in eV/Å.

=====

Which of these has the highest total energy? C4H9CsO3

=====

What is the formula in the fifth record? C4H9IN